Entry 1:
Entry from the OMol25 dataset: a 2-piece molecular cluster, C3H12N2 overall at a distorted geometry (ωB97M-V/def2-TZVPD).

XYZ file:
```
17
Properties=species:S:1:pos:R:3:lowdin_charge:R:1
N -2.28 -0.94 -1.32 -0.07
N 1.95 0.10 0.10 -0.03
C 1.40 1.15 1.02 -0.32
C -0.87 -0.71 -1.64 -0.21
C 0.23 0.64 1.83 -0.11
H -0.29 1.50 2.28 0.07
H -2.37 -1.18 -0.35 0.04
H -0.72 -0.94 -2.70 0.07
H -0.65 0.36 -1.62 0.07
H 2.27 1.48 1.59 0.09
H -0.56 0.15 1.26 0.05
H 1.59 0.25 -0.84 0.03
H 0.55 0.04 2.68 0.07
H 1.46 -0.77 0.27 0.03
H -0.22 -1.40 -1.10 0.06
H 1.18 1.99 0.35 0.10
H -2.68 -1.72 -1.82 0.05
```

Its total charge is 0. The structure (SMILES) is CCN.CN. As for the max |F|: 2.2 eV/A. As for the frontier orbital gap: 10.322 eV. For the relative energy (zero: lowest compared OMol25 entry of this formula, charge and spin), the calculation gives 61.6 kJ/mol.

=====

Entry 2:
Entry from the OMol25 dataset: a 2-piece molecular cluster, C3H12N2 overall at a distorted geometry (ωB97M-V/def2-TZVPD).

XYZ file:
```
17
Properties=species:S:1:pos:R:3:lowdin_charge:R:1
N -2.21 0.95 0.23 0.25
N 1.96 -0.12 0.70 -0.02
C 1.56 -1.06 -0.40 -0.34
C 2.16 -0.79 -1.78 -0.10
C -3.26 0.92 1.15 -0.05
H -3.31 1.91 1.72 0.17
H 1.35 -0.53 1.40 0.05
H 1.27 -0.80 -2.41 0.06
H 0.47 -1.00 -0.45 0.07
H 2.84 -1.52 -2.22 0.07
H 2.93 -0.23 0.99 0.07
H -3.06 0.31 2.06 0.15
H -4.22 0.73 0.70 0.11
H -2.61 1.25 -0.67 0.16
H -1.46 1.61 0.47 0.17
H 1.70 -2.10 -0.10 0.10
H 2.69 0.15 -1.85 0.07
```

Its total charge is +1. The spin multiplicity is 2. As for the max |F|: 3.2 eV/A. As for the frontier orbital gap (alpha / beta): 8.522 / 2.908 eV. For the relative energy (zero: lowest compared OMol25 entry of this formula, charge and spin), the calculation gives 138.3 kJ/mol.

=====

Entry 3:
Entry from the OMol25 dataset: a 3-piece molecular cluster, C3H12N2O overall at a distorted geometry (ωB97M-V/def2-TZVPD).

XYZ file:
```
18
Properties=species:S:1:pos:R:3:lowdin_charge:R:1
O -2.20 -1.00 0.85 -0.31
N -1.26 1.36 0.23 0.11
N 2.74 0.21 0.40 0.08
C 0.64 0.04 -1.04 -0.16
C 0.16 1.00 0.02 -0.30
C -0.07 -1.30 -0.76 -0.09
H 3.60 0.62 0.67 -0.01
H -2.92 -1.02 1.50 -0.05
H -1.73 1.52 -0.73 0.14
H 1.71 -0.09 -0.58 0.04
H 0.81 1.85 0.02 0.10
H -1.09 -1.27 -0.81 0.01
H 2.82 -0.79 0.54 0.02
H 0.53 0.60 0.96 0.11
H 0.18 -2.23 -1.24 0.08
H 0.67 0.27 -2.08 0.11
H -1.74 0.63 0.78 0.01
H -0.02 -1.53 0.34 0.09
```

Its total charge is 0. As for the max |F|: 4.8 eV/A. As for the frontier orbital gap: 3.943 eV. For the relative energy (zero: lowest compared OMol25 entry of this formula, charge and spin), the calculation gives 878.1 kJ/mol.